No. 1
C27H44BrN4O2PPdSi2 as an isolated structure, computed with wB97M-V/def2-TZVPD.

XYZ file:
```
82
Properties=species:S:1:pos:R:3:forces:R:3:lowdin_charge:R:1
Pd -1.6758 0.7023 -0.3206 -0.1 0.1 0.4 0.383
O 1.6443 5.7100 -1.7517 -0.4 -0.4 0.0 0.076
C 0.6694 4.7547 -1.7354 0.2 0.2 0.0 -0.286
C 0.8631 3.4521 -2.1937 -0.2 0.2 0.1 -0.001
C -0.1900 2.5639 -2.0928 -0.3 0.1 0.1 -0.145
N -1.4073 2.8764 -1.5999 0.6 0.2 -0.1 0.003
C -1.5713 4.1523 -1.2539 0.1 -0.2 -0.2 -0.711
Br -3.3193 4.7533 -0.8582 0.0 -0.1 0.1 0.826
C -0.5876 5.1218 -1.2639 0.3 -0.1 -0.2 -0.051
H 2.4543 5.3619 -2.1452 -0.1 0.0 0.0 0.106
H 1.8042 3.1467 -2.6224 0.1 -0.1 0.0 0.096
H -0.0701 1.5407 -2.4442 0.0 0.1 0.1 0.095
H -0.7961 6.1371 -0.9681 0.0 0.0 0.0 0.112
C -1.2181 -2.9301 0.0995 0.1 0.1 0.0 -0.221
Si -2.0100 -1.3427 0.7458 -0.4 0.6 0.2 0.479
C -1.3434 -1.0305 2.4899 -0.1 -0.1 0.0 -0.214
C -3.8345 -1.7438 0.9824 0.1 0.0 0.0 -0.316
C -4.4026 -3.0022 1.1959 0.0 0.1 0.1 -0.099
C -5.7374 -3.1193 1.5407 -0.1 0.1 0.0 -0.099
C -6.5162 -1.9747 1.6965 0.0 -0.2 0.0 -0.098
C -5.9654 -0.7276 1.4614 0.1 0.0 -0.1 -0.105
C -4.6313 -0.5981 1.0657 -0.1 0.0 -0.1 -0.322
Si -3.8768 1.0085 0.3922 0.2 -0.7 -0.2 0.461
C -4.1766 2.2536 1.7711 0.2 0.0 -0.1 -0.222
C -4.9668 1.3748 -1.1087 0.1 0.0 0.1 -0.224
H -1.3057 -3.6777 0.8883 0.0 -0.1 0.1 0.035
H -0.1656 -2.8253 -0.1537 0.0 -0.1 0.3 -0.016
H -1.7385 -3.2991 -0.7827 -0.1 -0.1 -0.1 0.038
H -1.2720 -1.9367 3.0929 0.0 -0.1 0.1 0.029
H -2.0362 -0.3469 2.9831 0.0 0.0 0.1 0.021
H -0.3709 -0.5445 2.4560 0.1 0.1 0.0 -0.010
H -3.8011 -3.8968 1.1118 0.1 -0.1 0.0 0.090
H -6.1751 -4.0969 1.6962 0.0 0.0 0.0 0.095
H -7.5562 -2.0631 1.9805 -0.1 0.0 0.0 0.095
H -6.5966 0.1477 1.5595 0.0 0.1 0.0 0.096
H -5.2462 2.2527 1.9809 -0.2 0.0 0.1 0.025
H -3.8786 3.2721 1.5515 0.1 0.2 -0.1 -0.036
H -3.6571 1.9337 2.6728 0.0 0.0 0.1 0.019
H -6.0003 1.1331 -0.8635 -0.2 0.0 0.0 0.019
H -4.6518 0.7232 -1.9235 0.0 0.0 -0.1 0.019
H -4.9307 2.3997 -1.4630 0.1 0.1 0.0 -0.031
O 0.8735 0.6218 0.0862 0.0 -0.1 -0.4 -0.323
P 2.0409 -0.3039 -0.0034 -0.1 -0.1 0.3 0.561
N 2.5937 -0.8592 1.4559 0.0 0.0 0.0 -0.171
C 2.1771 -2.1420 2.0495 0.0 -0.1 -0.1 -0.188
C 2.6801 -2.0521 3.4846 -0.1 -0.1 0.0 -0.165
C 2.4996 -0.5800 3.8189 0.1 0.1 0.0 -0.166
C 2.8936 0.1198 2.5211 0.1 0.1 0.0 -0.200
N 1.7118 -1.6413 -0.9107 0.2 0.2 -0.1 -0.186
C 0.6709 -1.5884 -1.9525 -0.3 0.2 -0.1 -0.225
C 0.8191 -2.9344 -2.6428 0.0 0.0 -0.1 -0.163
C 2.3306 -3.1280 -2.6549 0.1 0.0 0.0 -0.163
C 2.7496 -2.6253 -1.2730 0.0 -0.1 0.1 -0.188
N 3.3968 0.4097 -0.6999 -0.2 0.0 0.0 -0.179
C 3.9246 1.6337 -0.0652 0.1 0.0 0.1 -0.191
C 4.4355 2.5070 -1.2163 0.1 0.0 0.1 -0.161
C 4.5276 1.5570 -2.4058 0.0 0.0 -0.1 -0.162
C 3.3956 0.5719 -2.1552 0.1 -0.1 0.0 -0.210
H 2.6245 -2.9798 1.5170 0.0 0.0 0.0 0.098
H 1.0952 -2.2586 2.0332 -0.2 0.0 0.0 0.092
H 3.7342 -2.3292 3.5339 0.0 0.0 0.0 0.113
H 2.1202 -2.7097 4.1481 0.0 0.0 0.0 0.114
H 3.1127 -0.2518 4.6566 0.0 0.0 0.0 0.111
H 1.4576 -0.3788 4.0572 -0.1 0.0 0.0 0.105
H 3.9612 0.3559 2.5207 0.0 0.0 0.0 0.105
H 2.3348 1.0447 2.3688 0.0 0.0 0.0 0.107
H 0.8671 -0.7830 -2.6690 0.0 0.0 0.0 0.103
H -0.3212 -1.4218 -1.5121 0.3 0.0 -0.2 0.054
H 0.3703 -2.9403 -3.6347 0.0 0.0 0.0 0.118
H 0.3461 -3.7131 -2.0423 0.0 0.0 0.0 0.104
H 2.7767 -2.5154 -3.4406 0.0 0.0 0.0 0.104
H 2.6343 -4.1597 -2.8213 0.0 0.0 0.0 0.111
H 3.7418 -2.1734 -1.2583 0.1 0.0 0.0 0.108
H 2.7476 -3.4480 -0.5551 0.0 0.0 0.0 0.102
H 4.7315 1.3735 0.6227 0.0 0.0 0.0 0.107
H 3.1472 2.1522 0.5011 0.0 0.0 0.0 0.105
H 5.3907 2.9720 -0.9786 0.0 0.0 0.0 0.111
H 3.7239 3.3070 -1.4146 -0.1 0.1 0.0 0.079
H 5.4835 1.0324 -2.3961 0.0 0.0 0.0 0.115
H 4.4303 2.0603 -3.3678 0.0 0.0 0.0 0.111
H 3.5665 -0.3857 -2.6461 0.0 0.0 0.0 0.101
H 2.4466 0.9671 -2.5287 -0.1 0.1 -0.1 0.092
```
Forces are in eV/Å.

Results
- LUMO energy: 0.2 eV
- HOMO: -0.262 hartree
- Net charge: 0
- ΔE to the lowest compared entry with this formula, charge and spin: 59.8 kJ/mol
- Multiplicity: 1
- HOMO-LUMO gap: 7.4 eV

=====

No. 2
A 4-piece molecular cluster, C27H44F9N2O15P2 overall, computed with wB97M-V/def2-TZVPD.

XYZ file:
```
99
Properties=species:S:1:pos:R:3:forces:R:3:lowdin_charge:R:1
C 2.6364 -4.2235 1.9918 0.3 0.4 0.0 -0.060
C 2.8720 -3.6209 0.6179 -0.1 -0.4 0.3 -0.284
O 2.8709 -2.2278 0.7238 0.1 0.3 0.0 -0.149
C 2.2246 -1.5286 -0.3277 0.4 -0.4 0.0 -0.251
C 0.7273 -1.7010 -0.3999 -0.5 0.7 0.7 -0.263
P -0.2483 -0.6113 0.8557 0.6 0.4 -2.0 0.621
C -1.3132 0.1621 -0.5921 -0.1 0.3 0.7 -0.237
O -2.4191 0.9758 -0.1173 0.2 -0.4 0.3 -0.065
C -3.6463 0.6940 -0.5547 0.0 0.0 -0.3 -0.567
C -4.6210 0.4848 0.5500 -0.4 0.3 0.0 0.021
O -3.9496 0.6232 -1.7235 0.2 -0.2 -0.2 0.080
P -1.7983 -2.1802 1.4045 -0.7 0.6 1.2 0.821
O -2.6288 -2.5143 0.0028 0.2 -0.3 0.0 -0.338
O -0.9580 -3.5756 1.6977 -0.2 -0.2 -0.4 -0.336
O -1.0136 0.5776 1.9955 0.0 0.5 0.2 -0.227
C -0.6169 0.2776 3.2439 -1.1 -1.5 0.0 -0.395
O -0.8789 1.3120 4.2490 0.5 0.2 -0.6 0.067
C -2.0492 1.8196 4.1421 -0.2 0.4 0.5 -0.361
N -3.0697 2.3525 4.2099 -0.1 0.0 -0.2 0.149
C 0.7756 -0.3120 3.2469 1.0 -0.2 -0.5 -0.503
C 1.0991 -1.0294 4.5685 0.3 0.2 0.0 -0.016
C 2.5190 -0.8063 5.0041 0.1 0.1 0.0 -0.421
C 3.5376 -1.8179 4.5963 0.1 0.2 0.3 -0.031
N 2.8999 0.2049 5.6671 0.0 0.1 0.3 0.141
O 1.8619 0.5022 2.8430 -0.4 0.4 0.2 -0.069
C 1.6954 1.9014 2.9643 0.9 0.3 0.1 -0.242
C 2.9936 2.5545 2.4981 -0.4 -0.4 -0.5 -0.056
O 0.6387 -1.2596 2.2435 -0.3 0.1 -0.1 -0.245
H 3.5714 -4.2522 2.5380 0.2 -0.2 0.2 0.063
H 2.1969 -5.2110 1.9395 0.0 -0.3 0.0 0.071
H 1.9904 -3.5522 2.5415 -0.4 0.0 0.0 0.054
H 2.1105 -3.9877 -0.0611 -0.3 0.1 -0.3 0.080
H 3.8304 -3.9747 0.2339 0.2 0.0 -0.3 0.115
H 2.4686 -0.4847 -0.1705 0.0 0.3 0.2 0.105
H 2.6927 -1.8094 -1.2766 0.1 -0.2 -0.2 0.112
H 0.4264 -2.7269 -0.3041 0.2 -0.5 0.1 0.019
H 0.4190 -1.3959 -1.3949 -0.1 0.1 -0.3 0.078
H 0.7088 0.4236 0.5916 0.2 -0.1 0.4 0.055
H -1.7083 -0.5850 -1.2645 -0.1 -0.2 -0.3 0.063
H -0.6294 0.8235 -1.1136 0.2 0.1 -0.3 0.083
H -5.5994 0.3287 0.1197 -0.3 -0.1 -0.1 0.078
H -4.6530 1.3479 1.2048 0.1 0.2 0.2 0.088
H -4.3445 -0.3744 1.1480 0.2 -0.2 0.1 0.069
H -2.0742 -2.9484 -0.6560 0.0 0.2 -0.3 0.023
H -0.6341 -3.9959 0.8924 0.3 0.0 0.0 0.017
H -1.2267 -0.5783 3.5618 -0.1 0.0 0.6 0.132
H 0.4582 -0.6868 5.3733 -0.3 0.1 0.1 0.125
H 0.9324 -2.0792 4.3796 -0.3 -0.3 0.1 0.120
H 3.9781 -1.5003 3.6582 0.0 -0.1 -0.3 0.091
H 4.3105 -1.8427 5.3535 0.3 0.0 0.1 0.072
H 3.1057 -2.8012 4.4841 -0.1 -0.2 -0.1 0.058
H 2.1037 0.8152 5.8466 0.0 0.1 0.1 0.044
H 1.5392 2.1773 4.0033 -0.3 0.0 0.2 0.108
H 0.8835 2.2615 2.3430 -0.4 -0.1 0.1 0.117
H 2.8408 2.9635 1.5092 0.1 0.3 -0.2 0.060
H 3.3199 3.3338 3.1669 0.2 0.2 0.2 0.060
H 3.7512 1.7941 2.3769 0.3 -0.2 0.3 0.078
C -3.8624 1.6135 -4.9425 -0.3 -0.2 -0.1 -0.056
C -2.8510 1.1770 -5.9734 0.3 0.4 0.4 -0.186
O -3.3432 0.0527 -6.7449 0.0 0.0 -0.1 0.039
C -4.1062 0.3700 -7.7707 0.1 0.0 0.1 -0.415
O -4.4214 1.4630 -8.1381 -0.1 0.0 -0.1 0.165
C -4.5335 -0.9088 -8.5200 0.0 0.1 0.0 -0.555
F -4.8964 -1.8740 -7.6761 0.0 -0.2 0.1 0.168
F -3.5118 -1.3660 -9.2616 0.0 0.0 0.0 0.158
F -5.5553 -0.6580 -9.3287 -0.1 0.0 -0.1 0.171
H -4.1309 0.7839 -4.2910 0.1 0.0 0.1 0.071
H -3.4550 2.4124 -4.3262 0.1 0.0 0.0 0.088
H -4.7735 1.9722 -5.4228 0.0 0.1 0.0 0.079
H -1.9409 0.8278 -5.4921 0.0 -0.2 -0.1 0.126
H -2.5797 1.9866 -6.6489 -0.1 -0.1 -0.1 0.121
C -2.4188 -5.4489 -5.5393 0.0 0.0 0.3 -0.056
C -0.9447 -5.1523 -5.6799 -0.2 0.0 -0.5 -0.194
O -0.3821 -4.7536 -4.4149 0.1 0.1 -0.1 0.041
C -0.0344 -5.7412 -3.6158 -0.1 0.0 0.1 -0.407
O -0.1348 -6.9131 -3.8287 0.1 -0.1 0.1 0.168
C 0.5783 -5.1712 -2.3206 -0.1 -0.1 0.0 -0.543
F -0.1222 -4.1211 -1.8668 0.0 -0.3 -0.2 0.145
F 1.8315 -4.7755 -2.5561 0.1 0.1 0.0 0.175
F 0.5988 -6.0978 -1.3706 0.0 0.0 0.1 0.178
H -2.9405 -4.5909 -5.1180 0.0 0.1 -0.1 0.085
H -2.8486 -5.6790 -6.5111 0.0 0.0 -0.1 0.081
H -2.5820 -6.2982 -4.8759 0.0 0.0 -0.1 0.080
H -0.7780 -4.3113 -6.3491 0.0 0.1 0.1 0.126
H -0.3995 -6.0077 -6.0754 0.1 -0.1 0.2 0.123
C 2.4497 8.5179 5.3689 -0.2 -0.1 -0.1 -0.059
C 3.5341 8.4615 4.3162 0.1 0.3 0.4 -0.199
O 3.2910 7.3963 3.3783 0.1 0.0 0.0 0.035
C 2.4692 7.6766 2.3799 0.0 0.0 0.0 -0.399
O 1.9142 8.7147 2.1734 0.0 0.0 -0.1 0.168
C 2.3480 6.4480 1.4547 -0.1 0.0 0.0 -0.552
F 2.2335 5.3271 2.1611 -0.1 0.1 0.0 0.168
F 3.4428 6.3546 0.6854 0.1 0.0 0.0 0.166
F 1.2932 6.5661 0.6608 -0.1 0.0 0.0 0.182
H 2.3547 7.5542 5.8684 0.1 0.0 0.1 0.085
H 2.6866 9.2786 6.1119 0.0 0.0 0.0 0.080
H 1.4854 8.7570 4.9222 0.0 0.1 0.0 0.080
H 4.4975 8.2329 4.7659 0.0 -0.2 -0.1 0.124
H 3.6291 9.4080 3.7868 -0.1 0.0 -0.1 0.122
```
Forces are in eV/Å.

Results
- LUMO energy: 2.0 eV
- HOMO: -0.158 hartree
- Net charge: -1
- Multiplicity: 1
- HOMO-LUMO gap: 6.3 eV